Below is C53H40BaFIN8O9PS2 as an isolated structure at a distorted geometry, with properties calculated with ωB97M-V/def2-TZVPD.

## Properties
LUMO energy (spin up / spin down) = 1.6 / 1.7 eV
2S+1 = 1
Charge = -1

Atoms and positions in Å:
Ba: 1.6768 0.6974 -0.1958
O: 2.3093 3.3176 3.0747
C: 2.0006 3.3061 1.8744
O: 2.6085 2.5878 1.0218
C: 0.9489 4.2091 1.3737
C: 0.8119 5.4390 1.9964
C: -0.0766 6.3987 1.5200
C: -0.9078 6.1997 0.4157
C: -0.8662 4.9193 -0.0826
C: 0.0800 3.9108 0.2917
O: 0.0047 2.7363 -0.1871
N: -1.8299 4.4448 -1.0857
O: -1.4724 4.5630 -2.2175
O: -2.9151 4.0384 -0.7113
N: -0.0785 7.6424 2.1996
O: -1.0398 8.4285 2.0336
O: 0.8215 7.8607 2.9906
H: 1.4197 5.6448 2.8934
H: -1.5593 6.9805 0.0044
N: 5.0231 1.4998 2.6024
C: 5.2786 0.3891 1.8798
N: 4.4473 -0.1908 1.0508
C: 4.9605 -1.3540 0.5901
C: 6.1946 -1.7108 1.0630
S: 6.7983 -0.5156 2.1463
C: 4.1734 -2.1757 -0.3495
C: 4.4441 -3.5073 -0.4016
S: 3.4371 -4.2039 -1.5623
C: 2.6537 -2.6649 -1.8852
N: 3.1150 -1.7269 -1.0896
N: 1.7942 -2.5252 -2.9343
H: 4.1681 2.0186 2.4053
H: 5.7997 1.9954 2.9863
H: 6.8544 -2.5295 0.7851
H: 5.1956 -4.0473 0.1911
H: 1.1350 -3.2891 -3.0403
H: 1.3446 -1.6247 -2.9418
O: -4.3254 0.6118 5.5402
C: -3.4755 1.6295 5.0306
C: -2.6602 1.0688 3.8577
C: -2.5844 1.7782 2.6702
C: -1.7168 1.3622 1.6421
N: -0.8835 0.3423 1.7935
C: -0.9216 -0.3290 2.9660
C: -1.8286 -0.0557 3.9759
C: 0.0620 -1.4421 3.1237
C: -0.0181 -2.3576 4.1466
C: 0.8744 -3.4308 4.2446
C: 0.8291 -4.5103 5.2885
O: -0.0620 -4.2487 6.3674
C: 1.8838 -3.4603 3.2428
C: 1.8697 -2.4873 2.2714
N: 0.9724 -1.5027 2.1820
H: -4.8234 0.9885 6.2737
H: -2.7866 1.9347 5.8205
H: -4.0797 2.4975 4.7699
H: -3.1716 2.6571 2.5028
H: -1.6708 1.9347 0.7141
H: -1.7644 -0.4721 4.9766
H: -0.8409 -2.3009 4.8746
H: 1.8360 -4.7149 5.6351
H: 0.4655 -5.3711 4.7563
H: 0.3849 -3.7322 7.0374
H: 2.5954 -4.2575 3.2441
H: 2.6017 -2.5610 1.5160
I: 0.6164 0.8060 -3.5291
C: -1.1120 -0.0175 -4.7821
C: -0.9635 0.4806 -6.0520
C: -1.6636 -0.0233 -7.1555
C: -2.5800 -1.0334 -6.9468
C: -2.8320 -1.5009 -5.6209
C: -3.6953 -2.6026 -5.4409
C: -3.9904 -3.0750 -4.1925
C: -3.3453 -2.5034 -3.0355
C: -2.4207 -1.4938 -3.1739
P: -1.5890 -0.9267 -1.6568
C: -3.1267 -0.4078 -0.7945
C: -3.8396 -1.1669 0.1537
C: -4.8421 -0.5618 0.8641
C: -5.2021 0.7488 0.6838
C: -4.5526 1.4909 -0.2925
C: -3.4906 0.9308 -1.0000
C: -1.1850 -2.6303 -0.9937
C: -0.8516 -3.6962 -1.8560
C: -0.5651 -4.9657 -1.3903
C: -0.5478 -5.1639 -0.0135
C: -0.7946 -4.1255 0.8401
C: -1.0862 -2.8879 0.3633
C: -2.1104 -0.9943 -4.5056
H: -0.2209 1.2611 -6.1900
H: -1.5133 0.4189 -8.1438
H: -3.1359 -1.5136 -7.7234
H: -4.1948 -3.0809 -6.2627
H: -4.6394 -3.9810 -4.1312
H: -3.6271 -2.8354 -2.0457
H: -3.6638 -2.2345 0.2715
H: -5.3298 -1.1878 1.5866
H: -6.0232 1.1682 1.2570
H: -4.8236 2.4974 -0.4849
H: -2.9620 1.5218 -1.7171
H: -0.8529 -3.4812 -2.9250
H: -0.2888 -5.7675 -2.0621
H: -0.2638 -6.1388 0.4270
H: -0.9187 -4.3274 1.9035
H: -1.3053 -2.0911 1.0408
F: 6.2007 3.6776 -3.5244
C: 5.0174 3.0356 -3.2133
C: 3.9928 3.7938 -2.6929
C: 2.7000 3.2106 -2.6181
C: 2.5037 1.8371 -2.8952
C: 3.6198 1.1122 -3.3642
C: 4.8364 1.7060 -3.5465
H: 4.1314 4.8486 -2.4889
H: 1.8708 3.8252 -2.3062
H: 3.5036 0.1043 -3.7265
H: 5.6419 1.2076 -4.0677